Computed, not measured: a molecular structure, C3H3LiO4Tl, with ωB97M-V/def2-TZVPD.

Element x y z (Å)
C1 0.14023 -0.81173 0.42167
Li1 -2.37237 2.80469 -0.18068
O1 -2.77090 0.88396 -0.36043
O2 -1.11731 -0.56535 -0.09526
H1 1.96526 -1.70042 -0.82520
O3 -0.76239 1.65059 0.15148
H2 0.61181 -2.52064 -0.60840
O4 3.10573 -0.03514 0.36871
Tl1 1.46297 1.65897 0.02959
H3 0.25982 -0.50162 1.46514
C2 -1.56507 0.70919 -0.11115
C3 1.04222 -1.57250 -0.25547

Results
Total charge   0
Spin multiplicity   2
⟨S²⟩   0.765
LUMO (spin up / spin down)   -1.179 / -1.169 eV
Orbital gap (spin up / spin down)   6.7 / 6.0 eV
Energy relative to the best compared isomer or geometry (same formula, charge and spin)   4.177 eV
E_tot   -596.92296 hartree